No. 1
This record from the OMol25 dataset describes a structure of composition C16H20AuN2OP at a distorted geometry. The level of theory is wB97M-V/def2-TZVPD.

```
41
Properties=species:S:1:pos:R:3
C 2.190 -0.353 -0.260
C 2.076 0.743 0.653
C 1.332 0.256 1.775
C 1.125 -1.177 1.622
C 1.654 -1.553 0.368
Au 0.000 0.000 0.000
P -0.763 -0.099 -2.074
H 2.699 -0.325 -1.226
H 2.444 1.758 0.504
H 1.060 0.839 2.658
H 1.658 -2.555 -0.063
H 0.641 -1.833 2.347
H -0.875 -1.345 -2.772
H -0.100 0.583 -3.145
H -2.076 0.372 -2.374
C -6.140 1.326 2.007
N -4.796 0.754 1.837
N -3.964 1.002 0.832
C -2.816 0.266 1.045
O -1.859 0.288 0.284
C -2.935 -0.443 2.219
C -4.217 -0.140 2.671
C -4.892 -0.715 3.873
C -4.213 1.995 -0.199
C -4.486 3.327 0.177
C -4.731 4.312 -0.784
C -4.711 3.984 -2.139
C -4.455 2.667 -2.531
C -4.211 1.675 -1.565
H -6.895 0.515 2.043
H -6.430 1.991 1.169
H -6.181 1.913 2.948
H -2.218 -1.122 2.658
H -5.156 0.096 4.582
H -5.824 -1.229 3.550
H -4.237 -1.456 4.374
H -4.501 3.603 1.224
H -4.937 5.331 -0.478
H -4.903 4.750 -2.883
H -4.456 2.417 -3.585
H -4.061 0.658 -1.879
```

## Properties
DFT total energy   -34916.9717 eV
Strongest force on any atom   4.1 eV/A
Total charge   0
Energy above the lowest of the compared OMol25 structures with the same formula, charge and spin   121.17 kJ/mol
E_HOMO (alpha / beta)   -2.632 / -7.301 eV
2S+1   3
LUMO level (alpha / beta)   0.60 / -0.46 eV
Gap between HOMO and LUMO (alpha / beta)   3.235 / 6.843 eV
<S²>   2.020

These are the Löwdin partial charges, in e, on atoms 1 to 4: number 1, C, carries -0.242; number 2, C, carries -0.184; number 3, C, carries -0.220; number 4, C, carries -0.202

---

No. 2
This record from the OMol25 dataset describes a structure of composition C16H20Cl9N3O5V at a distorted geometry. The level of theory is wB97M-V/def2-TZVPD.

```
54
Properties=species:S:1:pos:R:3
O 16.142 19.065 -24.165
V 17.195 18.214 -23.229
C 13.417 15.721 -22.688
C 14.881 15.759 -22.291
C 15.085 14.244 -21.949
O 15.809 16.365 -23.237
H 13.184 15.029 -23.497
H 13.057 16.723 -22.919
H 12.738 15.288 -21.953
H 14.963 16.362 -21.387
H 15.077 13.616 -22.840
H 14.329 13.897 -21.244
H 16.049 14.294 -21.442
N 16.142 18.987 -20.003
O 17.157 19.123 -19.322
O 16.301 18.990 -21.247
O 15.021 18.664 -19.532
N 18.821 19.842 -23.187
C 19.320 20.221 -21.978
C 20.476 21.036 -21.862
C 21.155 21.433 -22.989
C 20.552 21.185 -24.239
C 19.423 20.384 -24.348
H 18.864 19.871 -21.064
H 20.922 21.124 -20.883
H 21.972 22.097 -22.751
H 21.001 21.750 -25.044
H 18.807 20.413 -25.235
N 18.791 17.140 -22.048
C 18.546 16.640 -20.795
C 19.518 16.040 -19.970
C 20.835 15.924 -20.428
C 21.201 16.511 -21.629
C 20.152 17.104 -22.438
H 17.484 16.646 -20.599
H 19.315 15.652 -18.983
H 21.599 15.437 -19.841
H 22.206 16.438 -22.016
H 20.429 17.450 -23.423
C 14.695 15.216 -17.873
Cl 14.658 15.460 -16.107
Cl 13.191 14.251 -18.412
Cl 16.162 14.548 -18.508
H 14.577 16.171 -18.384
C 16.854 19.977 -15.840
Cl 17.762 18.564 -15.122
Cl 17.629 21.495 -15.754
Cl 15.091 20.077 -15.394
H 16.817 19.811 -16.917
C 11.493 18.301 -19.046
Cl 11.206 17.949 -17.348
Cl 10.415 19.570 -19.796
Cl 11.254 16.815 -19.983
H 12.513 18.686 -19.031
```

## Properties
DFT total energy   -170007.3061 eV
Strongest force on any atom   6.4 eV/A
Total charge   0
Energy above the lowest of the compared OMol25 structures with the same formula, charge and spin   282.53 kJ/mol
E_HOMO (alpha / beta)   -8.439 / -8.552 eV
2S+1   2
LUMO level (alpha / beta)   -1.81 / -1.24 eV
Gap between HOMO and LUMO (alpha / beta)   6.625 / 7.314 eV
<S²>   0.891

These are the Löwdin partial charges, in e, on atoms 1 to 4: number 1, O, carries -0.297; number 2, V, carries 1.073; number 3, C, carries -0.108; number 4, C, carries -0.511

---

What did the second record say?
This record from the OMol25 dataset describes a structure of composition C16H20Cl9N3O5V at a distorted geometry. The level of theory is wB97M-V/def2-TZVPD.

```
54
Properties=species:S:1:pos:R:3
O 16.142 19.065 -24.165
V 17.195 18.214 -23.229
C 13.417 15.721 -22.688
C 14.881 15.759 -22.291
C 15.085 14.244 -21.949
O 15.809 16.365 -23.237
H 13.184 15.029 -23.497
H 13.057 16.723 -22.919
H 12.738 15.288 -21.953
H 14.963 16.362 -21.387
H 15.077 13.616 -22.840
H 14.329 13.897 -21.244
H 16.049 14.294 -21.442
N 16.142 18.987 -20.003
O 17.157 19.123 -19.322
O 16.301 18.990 -21.247
O 15.021 18.664 -19.532
N 18.821 19.842 -23.187
C 19.320 20.221 -21.978
C 20.476 21.036 -21.862
C 21.155 21.433 -22.989
C 20.552 21.185 -24.239
C 19.423 20.384 -24.348
H 18.864 19.871 -21.064
H 20.922 21.124 -20.883
H 21.972 22.097 -22.751
H 21.001 21.750 -25.044
H 18.807 20.413 -25.235
N 18.791 17.140 -22.048
C 18.546 16.640 -20.795
C 19.518 16.040 -19.970
C 20.835 15.924 -20.428
C 21.201 16.511 -21.629
C 20.152 17.104 -22.438
H 17.484 16.646 -20.599
H 19.315 15.652 -18.983
H 21.599 15.437 -19.841
H 22.206 16.438 -22.016
H 20.429 17.450 -23.423
C 14.695 15.216 -17.873
Cl 14.658 15.460 -16.107
Cl 13.191 14.251 -18.412
Cl 16.162 14.548 -18.508
H 14.577 16.171 -18.384
C 16.854 19.977 -15.840
Cl 17.762 18.564 -15.122
Cl 17.629 21.495 -15.754
Cl 15.091 20.077 -15.394
H 16.817 19.811 -16.917
C 11.493 18.301 -19.046
Cl 11.206 17.949 -17.348
Cl 10.415 19.570 -19.796
Cl 11.254 16.815 -19.983
H 12.513 18.686 -19.031
```

## Properties
DFT total energy   -170007.3061 eV
Strongest force on any atom   6.4 eV/A
Total charge   0
Energy above the lowest of the compared OMol25 structures with the same formula, charge and spin   282.53 kJ/mol
E_HOMO (alpha / beta)   -8.439 / -8.552 eV
2S+1   2
LUMO level (alpha / beta)   -1.81 / -1.24 eV
Gap between HOMO and LUMO (alpha / beta)   6.625 / 7.314 eV
<S²>   0.891

These are the Löwdin partial charges, in e, on atoms 1 to 4: number 1, O, carries -0.297; number 2, V, carries 1.073; number 3, C, carries -0.108; number 4, C, carries -0.511

---

What did the first record say?
This record from the OMol25 dataset describes a structure of composition C16H20AuN2OP at a distorted geometry. The level of theory is wB97M-V/def2-TZVPD.

```
41
Properties=species:S:1:pos:R:3
C 2.190 -0.353 -0.260
C 2.076 0.743 0.653
C 1.332 0.256 1.775
C 1.125 -1.177 1.622
C 1.654 -1.553 0.368
Au 0.000 0.000 0.000
P -0.763 -0.099 -2.074
H 2.699 -0.325 -1.226
H 2.444 1.758 0.504
H 1.060 0.839 2.658
H 1.658 -2.555 -0.063
H 0.641 -1.833 2.347
H -0.875 -1.345 -2.772
H -0.100 0.583 -3.145
H -2.076 0.372 -2.374
C -6.140 1.326 2.007
N -4.796 0.754 1.837
N -3.964 1.002 0.832
C -2.816 0.266 1.045
O -1.859 0.288 0.284
C -2.935 -0.443 2.219
C -4.217 -0.140 2.671
C -4.892 -0.715 3.873
C -4.213 1.995 -0.199
C -4.486 3.327 0.177
C -4.731 4.312 -0.784
C -4.711 3.984 -2.139
C -4.455 2.667 -2.531
C -4.211 1.675 -1.565
H -6.895 0.515 2.043
H -6.430 1.991 1.169
H -6.181 1.913 2.948
H -2.218 -1.122 2.658
H -5.156 0.096 4.582
H -5.824 -1.229 3.550
H -4.237 -1.456 4.374
H -4.501 3.603 1.224
H -4.937 5.331 -0.478
H -4.903 4.750 -2.883
H -4.456 2.417 -3.585
H -4.061 0.658 -1.879
```

## Properties
DFT total energy   -34916.9717 eV
Strongest force on any atom   4.1 eV/A
Total charge   0
Energy above the lowest of the compared OMol25 structures with the same formula, charge and spin   121.17 kJ/mol
E_HOMO (alpha / beta)   -2.632 / -7.301 eV
2S+1   3
LUMO level (alpha / beta)   0.60 / -0.46 eV
Gap between HOMO and LUMO (alpha / beta)   3.235 / 6.843 eV
<S²>   2.020

These are the Löwdin partial charges, in e, on atoms 1 to 4: number 1, C, carries -0.242; number 2, C, carries -0.184; number 3, C, carries -0.220; number 4, C, carries -0.202

---

What did the second record say?
This record from the OMol25 dataset describes a structure of composition C16H20Cl9N3O5V at a distorted geometry. The level of theory is wB97M-V/def2-TZVPD.

```
54
Properties=species:S:1:pos:R:3
O 16.142 19.065 -24.165
V 17.195 18.214 -23.229
C 13.417 15.721 -22.688
C 14.881 15.759 -22.291
C 15.085 14.244 -21.949
O 15.809 16.365 -23.237
H 13.184 15.029 -23.497
H 13.057 16.723 -22.919
H 12.738 15.288 -21.953
H 14.963 16.362 -21.387
H 15.077 13.616 -22.840
H 14.329 13.897 -21.244
H 16.049 14.294 -21.442
N 16.142 18.987 -20.003
O 17.157 19.123 -19.322
O 16.301 18.990 -21.247
O 15.021 18.664 -19.532
N 18.821 19.842 -23.187
C 19.320 20.221 -21.978
C 20.476 21.036 -21.862
C 21.155 21.433 -22.989
C 20.552 21.185 -24.239
C 19.423 20.384 -24.348
H 18.864 19.871 -21.064
H 20.922 21.124 -20.883
H 21.972 22.097 -22.751
H 21.001 21.750 -25.044
H 18.807 20.413 -25.235
N 18.791 17.140 -22.048
C 18.546 16.640 -20.795
C 19.518 16.040 -19.970
C 20.835 15.924 -20.428
C 21.201 16.511 -21.629
C 20.152 17.104 -22.438
H 17.484 16.646 -20.599
H 19.315 15.652 -18.983
H 21.599 15.437 -19.841
H 22.206 16.438 -22.016
H 20.429 17.450 -23.423
C 14.695 15.216 -17.873
Cl 14.658 15.460 -16.107
Cl 13.191 14.251 -18.412
Cl 16.162 14.548 -18.508
H 14.577 16.171 -18.384
C 16.854 19.977 -15.840
Cl 17.762 18.564 -15.122
Cl 17.629 21.495 -15.754
Cl 15.091 20.077 -15.394
H 16.817 19.811 -16.917
C 11.493 18.301 -19.046
Cl 11.206 17.949 -17.348
Cl 10.415 19.570 -19.796
Cl 11.254 16.815 -19.983
H 12.513 18.686 -19.031
```

## Properties
DFT total energy   -170007.3061 eV
Strongest force on any atom   6.4 eV/A
Total charge   0
Energy above the lowest of the compared OMol25 structures with the same formula, charge and spin   282.53 kJ/mol
E_HOMO (alpha / beta)   -8.439 / -8.552 eV
2S+1   2
LUMO level (alpha / beta)   -1.81 / -1.24 eV
Gap between HOMO and LUMO (alpha / beta)   6.625 / 7.314 eV
<S²>   0.891

These are the Löwdin partial charges, in e, on atoms 1 to 4: number 1, O, carries -0.297; number 2, V, carries 1.073; number 3, C, carries -0.108; number 4, C, carries -0.511